No. 1
The following is a DFT calculation (the ωB97M-V functional and the def2-TZVPD basis) of an isolated molecule of C4H9NO.

Geometry (Å):
C: -0.45 1.02 1.02
C: 0.00 0.32 -0.27
C: 1.39 0.75 -0.73
N: -0.03 -1.13 -0.13
C: -1.19 -1.84 -0.20
O: -2.27 -1.36 -0.45
H: 0.07 1.98 1.16
H: -0.23 0.40 1.89
H: -1.52 1.21 1.01
H: -0.72 0.55 -1.07
H: 1.67 0.25 -1.66
H: 2.15 0.53 0.03
H: 1.40 1.83 -0.90
H: 0.80 -1.60 0.21
H: -1.04 -2.92 0.00

HOMO: -0.358 Ha
SMILES: CC(C)NC=O
total charge: 0
LUMO energy: 0.915 eV
largest force on an atom: 0.343 eV/A
ΔE to the lowest compared entry with this formula, charge and spin: 0.4328 eV
multiplicity: 1
HOMO-LUMO gap: 10.6497 eV

No. 2
The following is a DFT calculation (the ωB97M-V functional and the def2-TZVPD basis) of a structure of composition C18H26BaN3O8P2.

Geometry (Å):
Ba: 0.38 -0.98 -0.01
P: -1.79 -0.31 2.12
C: -2.73 -1.55 1.28
C: -3.15 -1.37 -0.11
N: -2.20 -1.23 -1.11
C: -2.58 -0.99 -2.34
C: -3.93 -0.88 -2.70
C: -4.91 -1.06 -1.72
C: -4.52 -1.29 -0.42
C: -1.54 -0.79 -3.43
P: 0.16 -1.36 -3.01
H: -5.24 -1.45 0.38
H: -4.18 -0.67 -3.75
H: -5.96 -0.99 -1.98
H: -1.84 -1.30 -4.36
H: -1.44 0.28 -3.68
H: -1.67 -3.08 1.15
H: -3.37 -2.16 1.90
H: -0.25 -3.95 0.30
O: -1.21 -3.93 1.26
H: -1.93 -4.58 1.24
H: 1.22 -3.19 0.19
O: 0.64 -3.85 -0.34
H: 1.09 -4.70 -0.26
C: -0.05 -3.14 -3.36
H: -0.39 -3.24 -4.40
H: 0.91 -3.67 -3.25
H: -0.80 -3.60 -2.71
C: 1.09 -0.80 -4.47
H: 2.16 -0.85 -4.23
H: 0.88 -1.44 -5.34
H: 0.83 0.24 -4.69
C: -2.71 1.22 1.72
H: -3.45 1.43 2.50
H: -2.01 2.06 1.66
H: -3.23 1.14 0.76
C: -2.23 -0.51 3.89
H: -1.43 -0.06 4.49
H: -3.17 0.00 4.11
H: -2.30 -1.57 4.15
O: 2.67 -0.17 0.54
C: 2.19 1.01 0.60
O: 0.97 1.31 0.24
C: 3.01 2.13 1.13
C: 2.34 3.25 1.64
C: 3.07 4.35 2.13
C: 4.47 4.35 2.07
C: 5.14 3.23 1.53
C: 4.40 2.10 1.10
N: 6.57 3.24 1.38
O: 7.22 4.25 1.76
O: 7.12 2.24 0.88
N: 2.36 5.44 2.75
O: 1.11 5.37 2.81
O: 3.00 6.40 3.21
H: 1.26 3.27 1.64
H: 5.03 5.21 2.43
H: 4.93 1.23 0.70

HOMO: -0.349 Ha
total charge: +1
LUMO energy: -4.427 eV
largest force on an atom: 3.369 eV/A
multiplicity: 1
HOMO-LUMO gap: 5.0818 eV